{"formula": "C26H25CuIN2OSbSe4", "method": "ωB97M-V with the def2-TZVPD basis set", "elements": ["Cu", "Se", "Se", "Se", "Se", "C", "C", "O", "N", "C", "C", "C", "C", "C", "C", "N", "H", "H", "H", "H", "H", "H", "H", "H", "H", "H", "I", "C", "C", "C", "C", "C", "C", "Sb", "C", "C", "C", "C", "C", "C", "C", "C", "C", "C", "C", "C", "H", "H", "H", "H", "H", "H", "H", "H", "H", "H", "H", "H", "H", "H", "H"], "coordinates": [[-0.67415, -0.25146, 3.18131], [-2.72728, -3.52689, 0.09404], [-3.02532, -5.66727, -0.45615], [0.53913, -4.10143, -1.62337], [-0.54408, -2.69543, -0.28502], [-1.14376, -3.87279, 5.35720], [-0.62124, -2.91231, 4.32946], [-1.22994, -1.80438, 4.12839], [0.52475, -3.30559, 3.69991], [1.23637, -2.71511, 2.56727], [1.91870, -1.41370, 2.94850], [3.32540, -1.45149, 3.00610], [3.98600, -0.27289, 3.06681], [3.29048, 0.92812, 3.01949], [1.92572, 0.89386, 3.05510], [1.24517, -0.27367, 3.02967], [-1.95557, -4.43429, 4.88167], [-1.63896, -3.27857, 6.14160], [-0.42619, -4.56904, 5.74170], [0.80967, -4.20144, 4.04033], [0.56057, -2.50996, 1.71125], [2.04182, -3.40292, 2.22018], [3.88072, -2.38583, 3.04976], [5.06361, -0.22471, 3.07238], [3.73826, 1.91506, 2.94266], [1.37170, 1.79769, 3.26361], [-2.24675, 1.21140, 2.05534], [-0.85408, 5.89280, -2.34866], [-1.82907, 4.98056, -2.66676], [-1.93141, 3.72536, -2.04627], [-0.92745, 3.36638, -1.17098], [0.08828, 4.25789, -0.86394], [0.09616, 5.54201, -1.40512], [-0.44237, 1.30173, -0.57562], [1.08095, 0.75341, -2.06885], [1.05988, -0.51900, -2.58249], [2.24348, -1.18347, -2.96660], [3.43764, -0.44285, -2.94265], [3.42808, 0.87412, -2.58506], [2.27987, 1.48467, -2.08411], [-1.99242, 0.29961, -1.82721], [-2.08289, 0.62600, -3.15438], [-3.21959, 0.21722, -3.85475], [-4.20177, -0.56868, -3.26786], [-4.02326, -0.91470, -1.91003], [-2.92160, -0.45786, -1.18175], [-0.83217, 6.84548, -2.84187], [-2.58604, 5.18787, -3.39099], [-2.80992, 3.05676, -2.17383], [0.91651, 3.96332, -0.17476], [0.87624, 6.19878, -1.11868], [0.15518, -1.10756, -2.49223], [2.19479, -2.25938, -3.22066], [4.36943, -0.94567, -3.13425], [4.30065, 1.45503, -2.51648], [2.37297, 2.45161, -1.64956], [-1.33533, 1.14642, -3.73726], [-3.35794, 0.48279, -4.87626], [-5.10398, -0.90566, -3.79293], [-4.77782, -1.62060, -1.53183], [-2.89584, -0.65934, -0.08452]], "forces_ev_per_a": [[-0.357, 0.639, -0.682], [-0.293, -0.161, 0.285], [0.329, 0.214, -0.028], [0.367, -0.689, -0.220], [-0.607, 0.136, -0.114], [-1.367, 0.735, -0.200], [-0.188, 2.497, -0.950], [1.133, -3.929, 1.097], [-1.228, -0.038, 0.612], [0.084, 0.718, 0.378], [1.214, -0.739, -0.766], [-0.795, -0.447, 0.442], [1.079, 1.377, -0.413], [-0.022, 0.452, -0.090], [-0.264, -0.692, 0.778], [0.663, 0.366, -0.091], [0.133, -0.049, -0.022], [0.438, -0.316, -0.138], [0.453, -0.232, 0.263], [0.431, -0.294, -0.286], [0.237, -0.331, 0.603], [-0.915, 0.259, 0.337], [-0.313, 0.087, -0.205], [0.199, -0.187, 0.072], [0.339, -0.339, 0.220], [-0.353, -0.021, -0.525], [-1.153, 0.554, 0.702], [0.310, -0.169, 0.171], [-1.140, -1.149, 0.222], [-0.345, 0.463, 0.102], [0.792, -1.507, 0.143], [0.606, 0.426, 0.441], [-0.161, -0.838, 0.027], [0.124, -0.572, -1.325], [0.063, 1.782, 0.482], [0.674, -1.429, 0.040], [-0.181, 0.590, -0.061], [-0.652, -1.591, -0.417], [-1.050, 0.860, 0.916], [-0.232, -1.622, -0.697], [1.949, 1.639, 1.664], [-1.072, -0.450, -1.237], [-0.212, -0.366, 0.064], [0.412, 0.035, 1.368], [-0.779, -0.641, -1.025], [-1.934, -0.782, 0.664], [0.050, 0.338, -0.102], [-0.353, 0.490, -0.440], [0.846, 0.559, -0.349], [-0.772, 0.226, -0.551], [0.595, 0.721, 0.139], [-0.058, -0.017, -0.296], [0.154, 0.862, 0.181], [0.269, -0.056, -0.282], [1.360, 0.443, -0.177], [-0.140, 0.754, 0.208], [0.252, 0.252, 0.443], [0.157, 0.280, -0.763], [0.527, 0.179, 0.089], [0.499, 0.509, 0.411], [0.199, 0.211, -1.109]], "nbo_charge": [0.77, 0.07, -0.36, -0.54, -0.07, -0.71, 0.70, -0.73, -0.58, -0.30, 0.24, -0.25, -0.16, -0.26, 0.06, -0.55, 0.26, 0.25, 0.21, 0.40, 0.27, 0.23, 0.22, 0.21, 0.22, 0.22, -0.68, -0.24, -0.20, -0.23, -0.35, -0.18, -0.24, 1.08, -0.29, -0.29, -0.19, -0.25, -0.22, -0.28, -0.23, -0.29, -0.21, -0.23, -0.21, -0.29, 0.20, 0.20, 0.23, 0.19, 0.20, 0.22, 0.24, 0.20, 0.19, 0.19, 0.22, 0.19, 0.21, 0.21, 0.24], "spin_multiplicity": 2, "charge": -1, "s_squared": 0.757, "gap_ev": [5.65, 4.96], "homo_energy_ev": [-3.64, -3.49]}


{"formula": "C3H41N2O16", "method": "ωB97M-V with the def2-TZVPD basis set", "elements": ["N", "C", "C", "O", "C", "N", "H", "H", "H", "H", "H", "H", "H", "H", "H", "H", "H", "H", "H", "O", "H", "H", "O", "H", "H", "O", "H", "H", "O", "H", "H", "O", "H", "H", "O", "H", "H", "O", "H", "H", "O", "H", "H", "O", "H", "H", "O", "H", "H", "O", "H", "H", "O", "H", "H", "O", "H", "H", "O", "H", "H", "O"], "coordinates": [[0.77070, -0.79083, -1.14953], [0.32430, -1.27181, 0.24398], [-0.60601, -0.17922, 0.77606], [0.26868, 1.00307, 0.61107], [-0.37496, -2.64097, 0.07320], [0.57841, -3.75879, -0.11663], [0.73560, 0.23316, -1.12966], [0.10558, -1.33538, -1.78415], [1.74605, -1.09534, -1.31145], [1.23815, -1.56671, 0.83645], [-0.90086, 0.04139, 1.83634], [-1.43487, 0.06973, 0.13657], [-0.34771, 1.75681, 0.67696], [-1.05371, -2.84896, 0.92457], [-1.16202, -2.52668, -0.72256], [0.51709, -4.23985, -0.99554], [1.51535, -3.40783, -0.00765], [-3.72499, -2.37139, -0.28233], [-3.35099, -2.29045, -1.75971], [-3.64159, -1.75801, -1.01768], [4.86282, 1.55215, 0.68017], [3.44471, 1.93651, 0.62730], [3.99783, 1.15114, 0.55671], [2.25719, 4.16313, 2.08349], [0.94906, 4.41668, 1.12538], [1.84350, 3.96658, 1.21927], [-1.04554, -0.36846, 4.20046], [-2.53630, -0.94178, 4.40324], [-1.90795, -0.53457, 3.80154], [-4.83078, 0.92180, -0.38306], [-3.96920, -0.37374, -0.21503], [-4.07507, 0.57379, 0.10995], [-1.76942, -0.44325, -3.03849], [-2.01106, -1.84951, -3.48856], [-1.70307, -1.35242, -2.71997], [2.62966, -3.05424, -2.70212], [1.53825, -2.99571, -3.79345], [1.68918, -3.12360, -2.85775], [0.54561, -3.85765, 3.15376], [1.43258, -2.92897, 4.12712], [0.55090, -3.11136, 3.75440], [-3.38134, 1.85830, -2.60479], [-2.62038, 1.57543, -1.31352], [-2.64679, 1.34967, -2.26147], [3.11458, 1.57269, -1.85496], [2.59080, 2.89304, -1.16442], [2.34681, 2.13018, -1.71026], [-0.04524, 2.55081, -1.18121], [0.00511, 3.79100, -2.25960], [0.17639, 2.87119, -2.05829], [1.34082, 1.20148, -3.36829], [2.76380, 1.00448, -3.63756], [1.92459, 0.55191, -3.77537], [-2.90596, 2.02558, 3.65374], [-3.62928, 2.38949, 2.38588], [-2.91197, 2.67464, 2.95055], [-0.61255, 3.04027, 2.38144], [0.50246, 2.34150, 3.01316], [-0.07250, 3.09408, 3.17719], [4.24503, -1.54974, 1.50339], [3.24676, -0.61284, 0.71761], [3.47378, -1.52166, 0.92415]], "forces_ev_per_a": [[-0.323, -2.024, 0.833], [-0.438, -1.955, 0.711], [1.675, 2.444, 0.945], [-0.446, 1.136, -0.394], [-1.277, -0.189, -0.469], [-0.678, 0.870, 0.595], [-0.051, 0.079, -0.456], [1.045, 1.452, 0.024], [-0.783, 0.197, -0.296], [-0.905, 1.337, -0.215], [-0.052, -2.153, -0.805], [-0.737, -0.957, -0.383], [0.651, -0.294, 0.155], [0.775, 0.303, 0.191], [1.072, -0.312, 0.138], [-0.118, 0.149, -0.296], [0.344, -0.178, 0.012], [-0.181, -0.251, 0.086], [0.145, 0.263, -0.146], [-0.345, -0.673, 0.630], [0.442, -0.399, 0.025], [-0.646, -0.077, 0.057], [0.102, 0.720, -0.008], [-1.006, 0.197, -0.588], [2.038, -0.662, 0.865], [-0.735, 0.446, -0.530], [-0.481, -0.440, 0.496], [0.528, -0.014, 0.376], [-0.098, 0.478, -0.786], [0.143, -0.223, 0.176], [-0.159, 1.755, 0.096], [0.011, -0.736, -0.066], [-0.254, 0.500, 0.393], [0.287, -0.180, -0.012], [0.377, -0.244, -0.858], [0.394, -0.079, -0.246], [0.210, 0.098, -0.347], [-0.517, 0.040, 0.480], [0.590, -0.169, 0.029], [-0.517, -0.676, -0.602], [-0.045, 0.885, 0.476], [-0.155, 0.146, -0.174], [-0.343, -0.377, -0.464], [0.460, 0.102, 0.346], [0.525, 0.266, 0.641], [0.074, -0.295, -0.217], [0.690, -0.276, 0.220], [-0.094, 0.839, -0.036], [-0.470, 0.098, 0.679], [-0.529, -0.440, -0.940], [-0.409, 0.208, -0.024], [0.080, -0.207, -0.498], [0.128, -0.161, 0.127], [0.214, -0.254, 0.272], [-0.312, -0.132, -0.267], [0.150, 0.257, -0.324], [-0.685, 0.359, 0.404], [0.459, -0.072, 0.283], [0.129, -0.320, -0.291], [-0.230, 0.400, -0.232], [0.736, 0.485, 0.405], [-0.456, -1.089, -0.192]], "nbo_charge": [-0.74, -0.11, -0.11, -0.77, -0.25, -0.84, 0.47, 0.49, 0.45, 0.27, 0.26, 0.20, 0.46, 0.21, 0.21, 0.39, 0.36, 0.48, 0.50, -0.95, 0.49, 0.49, -0.97, 0.50, 0.49, -0.99, 0.49, 0.49, -0.97, 0.47, 0.50, -1.00, 0.51, 0.48, -0.98, 0.48, 0.49, -0.97, 0.49, 0.48, -0.97, 0.48, 0.49, -0.97, 0.47, 0.49, -0.96, 0.47, 0.49, -0.96, 0.49, 0.46, -0.95, 0.48, 0.48, -0.96, 0.46, 0.46, -0.92, 0.49, 0.50, -0.99], "e_above_lowest_kj_mol": 589.56, "charge": 1, "gap_ev": 9.51, "homo_energy_ev": -12.02}


{"formula": "C30H25AsN3O2SSc", "method": "ωB97M-V with the def2-TZVPD basis set", "elements": ["Sc", "C", "C", "C", "C", "N", "C", "C", "C", "C", "C", "C", "C", "H", "H", "H", "H", "H", "H", "H", "H", "N", "N", "C", "O", "O", "H", "H", "H", "S", "C", "C", "C", "C", "C", "C", "As", "C", "C", "C", "C", "C", "C", "C", "C", "C", "C", "C", "C", "H", "H", "H", "H", "H", "H", "H", "H", "H", "H", "H", "H", "H", "H"], "coordinates": [[11.41244, 11.10114, 11.12429], [14.44792, 10.29010, 13.82942], [15.44027, 11.07598, 13.20123], [15.38692, 11.36142, 11.80676], [14.27476, 10.82970, 11.10863], [13.25810, 10.14560, 11.72412], [13.41410, 9.80103, 13.07354], [13.98671, 11.17460, 9.72284], [14.87528, 11.90967, 8.91268], [14.46806, 12.28702, 7.64250], [13.17206, 11.96069, 7.15174], [12.30860, 11.23312, 7.97585], [12.62828, 10.98343, 9.30006], [14.54773, 10.11210, 14.90501], [16.28951, 11.49360, 13.74821], [16.14281, 11.90326, 11.29046], [12.58381, 9.15635, 13.38401], [15.88619, 12.05292, 9.24545], [15.23753, 12.72266, 7.05047], [12.92689, 12.33660, 6.16690], [11.37862, 10.81095, 7.52976], [11.35990, 12.83338, 12.73741], [10.19476, 12.50238, 13.49088], [9.63448, 11.20924, 13.36826], [8.50331, 10.90692, 13.61263], [10.51527, 10.35174, 12.79982], [12.17269, 12.71248, 13.37599], [11.48426, 13.79858, 12.38801], [9.56414, 13.25549, 13.71190], [9.52454, 12.39417, 9.84742], [8.79102, 11.56793, 8.49864], [8.44006, 12.26572, 7.33042], [7.73700, 11.61834, 6.28574], [7.41912, 10.27719, 6.36747], [7.73009, 9.58380, 7.54412], [8.51443, 10.19075, 8.53378], [9.24295, 9.10548, 9.99149], [7.57716, 8.25775, 10.52193], [7.61835, 6.91245, 10.91482], [6.49742, 6.31567, 11.43701], [5.26346, 7.02082, 11.43976], [5.17347, 8.29037, 10.90869], [6.36297, 8.90222, 10.39809], [9.96776, 7.62459, 8.94661], [11.35655, 7.58032, 8.85212], [12.00313, 6.67853, 8.00919], [11.24880, 5.82085, 7.25039], [9.89255, 5.73077, 7.42431], [9.23754, 6.65297, 8.24056], [8.78182, 13.27319, 7.32431], [7.44461, 12.19883, 5.41570], [6.88716, 9.78007, 5.54316], [7.35156, 8.56079, 7.70701], [8.56858, 6.40904, 10.82106], [6.64034, 5.33359, 11.86848], [4.39782, 6.56192, 11.88166], [4.22044, 8.81051, 10.74621], [6.34754, 9.92933, 10.06206], [11.89862, 8.24447, 9.49954], [13.10701, 6.70396, 8.00803], [11.71843, 5.15776, 6.53201], [9.35518, 5.07973, 6.75114], [8.15062, 6.62243, 8.32871]], "forces_ev_per_a": [[-2.403, -0.232, -0.597], [0.834, 0.288, 0.255], [0.120, 0.518, -1.829], [-1.292, -1.989, 2.242], [-0.580, 0.534, 0.647], [2.479, -0.350, 2.200], [-0.873, 0.398, -2.128], [-1.399, 1.388, -1.056], [-0.689, -1.173, -0.116], [-0.629, -0.601, 0.648], [1.306, 0.079, 0.825], [-0.244, 0.306, -1.446], [1.179, -1.106, 0.469], [-0.233, -0.198, -0.508], [-0.406, -0.246, 0.109], [0.369, 0.367, -0.090], [0.513, 0.460, 0.466], [0.388, 0.250, -0.144], [0.058, 0.627, -0.736], [-0.251, -0.417, -0.111], [0.446, 0.809, 0.554], [1.728, -0.465, 0.347], [-0.506, 0.551, 0.448], [1.535, -1.545, -2.501], [-0.315, 0.805, 1.023], [-0.309, 1.204, 0.787], [-0.627, 0.056, -0.491], [-1.192, -0.548, 0.339], [-0.015, 0.023, -0.116], [0.617, 0.513, 0.797], [0.105, -0.911, -0.881], [-0.499, -1.290, 0.110], [0.917, 1.070, 0.571], [-0.609, -0.525, 0.383], [0.342, -0.004, -0.257], [-0.534, -0.274, 0.046], [-0.178, 0.117, -0.417], [-0.090, -0.406, -0.573], [0.127, 0.890, 0.291], [-0.483, 0.462, -0.002], [0.732, -0.492, 0.200], [1.052, 0.517, -1.269], [-0.841, -0.174, 1.400], [0.069, -0.654, -0.535], [-0.384, -0.309, 0.122], [0.890, 0.917, 0.786], [0.871, -0.840, -0.336], [-0.820, 0.996, -0.335], [-0.135, 0.114, 0.136], [-0.223, 0.810, -0.481], [0.155, -0.094, 0.010], [0.165, 0.269, 0.524], [0.467, 0.545, -0.304], [-0.003, -0.322, 0.354], [-0.528, -0.121, -0.067], [-0.255, -0.185, 0.019], [0.399, -0.298, 0.454], [-0.180, 0.023, -0.176], [0.513, 0.290, -0.060], [-0.710, -0.175, -0.320], [0.106, 0.011, 0.092], [-0.324, -0.230, 0.296], [0.280, -0.036, -0.067]], "nbo_charge": [1.59, -0.31, -0.12, -0.25, 0.25, -0.58, 0.09, -0.15, -0.20, -0.22, -0.21, -0.12, -0.48, 0.24, 0.22, 0.23, 0.25, 0.20, 0.21, 0.22, 0.21, -0.70, -0.52, 0.88, -0.60, -0.87, 0.38, 0.41, 0.40, -0.35, -0.19, -0.23, -0.20, -0.25, -0.21, -0.27, 0.97, -0.31, -0.21, -0.21, -0.21, -0.19, -0.22, -0.36, -0.14, -0.24, -0.20, -0.22, -0.20, 0.22, 0.21, 0.21, 0.22, 0.22, 0.22, 0.21, 0.22, 0.23, 0.21, 0.22, 0.21, 0.21, 0.22], "e_above_lowest_kj_mol": 146.74, "gap_ev": 6.62, "homo_energy_ev": -7.31}


no.,molar mass (g mol⁻¹)
1,1009.55
2,361.36
3,611.49